ORCA calculation (the ωB97M-V functional and the def2-TZVPD basis) on C52H40AsBrF4N5OPSeY as an isolated structure in a non-equilibrium geometry.

Structure (XYZ):
```
107
Properties=species:S:1:pos:R:3:forces:R:3:lowdin_charge:R:1
Y -0.2213 -0.3912 0.6670 0.191 0.947 0.742 1.3113
F 4.7181 5.1535 -1.5392 0.006 0.016 -0.005 0.1926
C 4.2903 3.9665 -1.1804 -0.008 -0.004 -0.010 -0.1174
C 5.1747 3.0123 -0.7078 0.004 -0.013 0.002 -0.1173
F 6.4584 3.2845 -0.6243 -0.005 0.007 -0.001 0.1846
C 4.7048 1.7586 -0.3369 -0.010 -0.012 -0.010 -0.1975
F 5.6134 0.8690 0.0489 -0.015 -0.011 0.011 0.1292
C 3.3558 1.4261 -0.3893 -0.027 0.005 0.014 -0.3012
P 2.7141 -0.2401 0.0092 -0.055 -0.082 -0.156 1.0095
C 3.7652 -0.8470 1.3518 -0.017 0.091 0.053 -0.3809
C 4.2220 -2.1606 1.3964 -0.005 -0.015 -0.035 -0.0800
C 5.0046 -2.5811 2.4646 0.016 0.010 0.033 -0.0404
C 5.3400 -1.6976 3.4790 -0.009 0.014 0.001 -0.0410
C 4.8768 -0.3867 3.4402 0.005 -0.008 -0.002 -0.0690
C 4.0798 0.0334 2.3898 0.054 0.013 -0.023 -0.1299
C 3.1065 -1.0995 -1.5365 0.122 -0.001 0.036 -0.3795
C 4.4021 -1.5011 -1.8672 0.004 -0.042 0.024 -0.0708
C 4.6626 -2.0155 -3.1272 -0.001 0.005 0.001 -0.0395
C 3.6456 -2.1153 -4.0712 -0.002 -0.006 0.009 -0.0389
C 2.3597 -1.7003 -3.7562 0.004 -0.056 0.014 -0.0553
C 2.0978 -1.1949 -2.4912 -0.075 -0.023 -0.009 -0.1487
C 2.5022 2.4001 -0.9018 0.012 0.013 0.017 -0.5256
Br 0.6523 2.0674 -1.2020 -0.136 -0.155 0.012 0.9228
C 2.9422 3.6485 -1.2908 -0.024 0.005 -0.006 -0.2533
F 2.1009 4.5505 -1.7735 0.005 0.009 0.000 0.1105
H 3.9871 -2.8570 0.6019 0.068 0.061 -0.003 0.0773
H 5.3684 -3.5999 2.4888 -0.002 0.018 -0.002 0.1130
H 5.9712 -2.0237 4.2947 0.006 0.002 -0.002 0.1208
H 5.1512 0.3088 4.2227 0.001 0.004 0.000 0.1203
H 3.7359 1.0627 2.3598 0.010 -0.002 0.001 0.1153
H 5.2067 -1.4066 -1.1501 0.010 -0.015 0.027 0.1133
H 5.6679 -2.3247 -3.3813 -0.004 -0.002 0.002 0.1234
H 3.8617 -2.5045 -5.0574 -0.002 -0.004 0.007 0.1225
H 1.5666 -1.7656 -4.4901 0.014 -0.006 0.012 0.1166
H 1.0938 -0.8461 -2.2681 0.026 -0.015 0.013 0.0427
Se -7.6472 2.5329 -0.7101 0.019 -0.006 0.001 1.2581
N -6.1398 3.2547 -0.1217 -0.016 0.012 0.002 -0.2014
C -5.2686 2.2834 -0.0170 -0.011 -0.024 -0.013 -0.3441
C -3.9021 2.4701 0.4420 0.012 -0.004 0.000 -0.0603
C -3.4191 3.7094 0.8664 -0.005 -0.007 -0.001 0.0637
C -2.1198 3.8073 1.3188 -0.003 0.009 0.013 0.0013
C -1.3270 2.6715 1.2973 0.009 -0.029 0.016 -0.1850
N -1.7597 1.4834 0.8657 0.051 0.000 0.108 -0.0599
C -3.0449 1.3667 0.4711 0.020 0.004 0.001 -0.1447
C -3.5165 0.0235 0.1234 -0.040 -0.005 0.019 -0.1382
N -2.6398 -1.0111 0.2586 0.123 0.101 -0.138 0.0238
C -3.1070 -2.2386 0.0167 0.028 -0.013 -0.048 -0.1119
C -4.4101 -2.5109 -0.3810 0.000 -0.001 -0.007 0.0147
C -5.2869 -1.4671 -0.5405 0.009 0.005 -0.005 0.0605
C -4.8387 -0.1693 -0.2745 0.007 -0.009 0.005 -0.0633
C -5.7274 0.9795 -0.3768 0.004 0.031 0.005 -0.3405
N -6.9720 0.8957 -0.7739 -0.013 0.002 -0.001 -0.2021
H -4.0795 4.5670 0.8416 -0.003 -0.001 0.001 0.1396
H -1.7134 4.7442 1.6721 -0.002 0.000 0.002 0.1304
H -0.2967 2.7193 1.6318 0.005 0.002 -0.005 0.1078
H -2.4225 -3.0602 0.1469 0.018 -0.005 -0.010 0.0706
H -4.7062 -3.5351 -0.5575 -0.001 0.001 0.000 0.1318
H -6.3127 -1.6180 -0.8512 -0.001 0.002 0.000 0.1384
C 4.2455 -5.8479 0.2969 0.001 -0.002 -0.011 -0.0454
C 3.4493 -5.6582 1.4181 -0.022 0.001 -0.002 -0.0658
C 2.3032 -4.8808 1.3334 -0.008 -0.011 0.008 -0.1094
C 1.9536 -4.2987 0.1183 -0.009 0.021 0.065 -0.3959
C 2.7466 -4.4896 -1.0084 -0.020 -0.012 0.019 -0.1202
C 3.8924 -5.2661 -0.9140 0.025 0.003 -0.009 -0.0477
As 0.3621 -3.2077 0.0315 -0.012 -0.518 -0.163 1.2922
C -0.7180 -4.0506 1.4040 0.006 -0.026 -0.008 -0.4350
C -1.0632 -3.2882 2.5150 -0.049 0.004 0.039 -0.1550
C -1.8326 -3.8283 3.5370 -0.029 -0.013 -0.009 -0.0600
C -2.2618 -5.1443 3.4469 0.007 -0.001 -0.014 -0.0411
C -1.9164 -5.9145 2.3418 0.001 0.005 0.007 -0.0336
C -1.1451 -5.3729 1.3240 0.005 -0.015 -0.025 -0.0753
C -0.4088 -3.6853 -1.6788 0.045 -0.045 0.026 -0.3919
C -0.3618 -4.9980 -2.1415 0.000 -0.004 -0.002 -0.0926
C -0.9080 -5.3196 -3.3763 0.003 -0.002 -0.001 -0.0382
C -1.4913 -4.3337 -4.1609 0.006 0.004 0.005 -0.0417
C -1.5289 -3.0196 -3.7136 -0.003 -0.014 0.009 -0.0607
C -0.9886 -2.7024 -2.4767 -0.048 0.014 0.028 -0.1654
H 5.1341 -6.4618 0.3622 0.002 0.001 -0.002 0.1214
H 3.7131 -6.1249 2.3579 0.002 0.000 0.004 0.1203
H 1.6858 -4.7447 2.2133 0.002 0.000 -0.012 0.1063
H 2.4735 -4.0534 -1.9585 -0.028 0.080 -0.104 0.0979
H 4.5047 -5.4247 -1.7920 0.000 -0.002 0.002 0.1197
H -0.7315 -2.2549 2.6086 0.030 -0.065 0.055 0.0452
H -2.0981 -3.2296 4.3992 0.002 -0.003 0.001 0.1089
H -2.8613 -5.5747 4.2376 0.001 0.001 0.004 0.1217
H -2.2449 -6.9431 2.2770 -0.001 0.000 0.000 0.1236
H -0.8754 -5.9881 0.4746 -0.016 0.010 0.020 0.1062
H 0.1197 -5.7715 -1.5557 0.010 0.005 -0.012 0.1059
H -0.8699 -6.3412 -3.7298 0.002 0.000 -0.001 0.1224
H -1.9089 -4.5880 -5.1258 0.001 0.000 0.000 0.1219
H -1.9708 -2.2473 -4.3294 -0.007 -0.002 0.005 0.1170
H -1.0278 -1.6650 -2.1487 -0.009 -0.008 0.028 0.0695
C -0.4871 0.3735 6.3039 0.005 -0.008 0.013 0.0136
N -0.6479 0.3413 4.8400 0.028 -0.022 -0.076 -0.0954
C -1.9424 0.7904 4.3314 0.005 0.007 0.010 0.0111
C 0.3242 -0.0771 4.0660 0.219 -0.103 0.030 -0.4162
C 1.5814 -0.6014 4.6798 -0.013 -0.055 -0.018 0.0431
O 0.2321 -0.0660 2.7846 -0.473 -0.042 -0.591 -0.2146
H -1.3348 0.9041 6.7255 0.003 0.006 -0.003 0.1059
H 0.4228 0.9003 6.5804 0.000 -0.008 0.000 0.1064
H -0.4648 -0.6359 6.7125 -0.009 0.001 0.001 0.1109
H -2.7287 0.3108 4.9118 0.005 0.004 -0.003 0.1116
H -2.0509 0.5239 3.2878 -0.005 -0.015 -0.059 0.0611
H -2.0321 1.8712 4.4433 0.003 0.000 -0.002 0.1135
H 1.3574 -1.3658 5.4249 -0.001 0.007 0.008 0.1091
H 2.1237 0.1981 5.1883 0.005 0.007 -0.011 0.1132
H 2.2171 -1.0158 3.9024 -0.039 0.005 0.038 0.0724
```
Forces are in eV/Å.

As for the spin multiplicity: 1. Its lowest unoccupied orbital energy is -8.173 eV. Its total charge is +3. As for the frontier orbital gap: 7.49 eV. The total energy comes out at -10344.24557 Ha.

---

ORCA calculation (the ωB97M-V functional and the def2-TZVPD basis) on C52H42Br3F7N3NaO4P as an isolated structure in a non-equilibrium geometry.

Structure (XYZ):
```
113
Properties=species:S:1:pos:R:3:forces:R:3:lowdin_charge:R:1
Na -0.7818 1.7652 0.7468 0.551 0.235 -0.455 0.2894
O 3.6621 3.8590 -2.7943 -1.164 0.472 0.786 -0.0131
C 3.8068 2.7329 -2.0784 -2.653 -2.664 0.176 -0.2774
C 5.2028 2.4158 -1.7497 -0.759 2.490 -0.649 -0.0230
C 5.5366 1.2916 -1.1892 1.866 -0.872 0.586 -0.0939
C 4.5786 0.2459 -0.9348 -0.516 -2.229 0.702 -0.1809
C 3.0435 0.5232 -1.0944 1.089 0.563 -0.254 -0.1437
C 2.7294 1.8496 -1.7616 2.625 1.861 -0.558 -0.0543
C 1.2904 2.1999 -2.0167 -3.035 0.982 0.013 -0.4151
O 0.3696 1.7933 -1.0975 1.291 -0.514 -0.325 -0.2868
N 1.0589 3.7957 -2.3168 2.400 -0.289 1.437 -0.0592
N 0.4717 4.5361 -1.2689 0.174 -0.791 0.129 -0.0078
C 1.1159 4.3331 -0.1325 -2.375 0.742 -1.062 -0.2767
C 0.4850 4.5020 1.1136 1.615 -0.108 0.952 -0.6568
Br -1.4651 4.5761 1.2379 -0.495 -0.104 -0.255 0.6486
C 1.1541 4.6324 2.3395 -1.425 0.211 -1.111 -0.1981
C 2.3494 5.3843 2.4874 -0.308 -1.047 1.494 -0.2726
C 3.0865 5.1233 3.6856 1.711 0.308 0.317 -0.0551
C 4.3935 5.6440 3.8435 -1.378 -0.020 -1.221 -0.1012
C 4.7937 6.5752 2.8663 1.130 -0.163 1.587 -0.1632
C 3.9607 7.0064 1.8756 -0.610 0.154 -1.670 -0.1296
C 2.7729 6.3487 1.5820 0.124 0.700 -0.538 -0.0479
H 2.6317 4.0801 -2.6745 0.649 -0.209 -0.445 0.0928
H 5.8424 3.2928 -1.9461 0.145 -0.874 0.015 0.1230
H 6.5718 1.0029 -1.0271 0.114 0.381 0.231 0.1117
H 4.7402 -0.3437 0.0148 0.137 0.850 -0.701 0.1625
H 2.5119 0.4511 -0.1349 -0.074 -0.104 -0.351 0.1003
H 0.9191 1.9755 -3.0474 0.727 -0.952 0.061 0.1228
H 0.4675 3.7514 -3.1043 -1.109 0.501 -0.584 0.0578
H 2.1088 3.9476 -0.1459 0.791 -0.460 0.262 0.1183
H 0.6076 4.3372 3.2205 0.087 -0.150 0.392 0.0663
H 2.6641 4.4437 4.4400 0.190 0.195 -0.508 0.0969
H 5.1307 5.3474 4.5961 -0.643 0.023 0.007 0.0876
H 5.7936 6.9816 2.9461 0.035 0.213 -0.020 0.0793
H 4.2683 7.8232 1.2257 0.128 -0.151 0.028 0.0947
H 2.1581 6.5761 0.6711 0.704 -0.145 1.116 0.1280
O -2.2293 -2.9554 5.3878 -0.564 -0.046 0.628 0.0770
C -2.0463 -1.9875 4.4727 0.645 -0.694 -1.408 -0.3034
C -3.0618 -1.4781 3.6653 -1.261 -1.752 0.994 -0.0195
C -2.7625 -0.5857 2.7057 0.499 2.664 -1.552 -0.1321
N -1.5143 -0.1637 2.4545 1.378 -0.685 -0.016 0.0274
C -0.5203 -0.8029 3.0969 -0.375 0.456 -0.293 -0.6849
Br 1.2863 -0.4779 2.5326 -0.702 0.118 0.117 0.7996
C -0.7199 -1.7101 4.1189 -0.574 0.523 0.788 -0.0429
H -3.1718 -3.1325 5.5589 0.477 0.258 -0.231 0.1255
H -4.0533 -1.9476 3.6786 0.204 0.523 0.371 0.1251
H -3.4833 -0.0035 2.0842 0.102 -1.047 0.687 0.1113
H 0.0702 -2.1171 4.7319 0.170 -0.121 -0.303 0.1164
F 0.1544 -6.9156 -5.2947 -0.739 -1.094 -1.697 0.1749
C 0.5245 -6.4055 -4.1705 -0.444 1.057 1.178 -0.1930
C 1.7501 -6.6771 -3.6531 1.346 -0.418 -0.315 -0.1435
F 2.5051 -7.6433 -4.2017 -0.057 0.312 -0.276 0.1171
C 2.3066 -5.8702 -2.6825 -0.467 0.291 0.380 -0.2148
F 3.6499 -5.8951 -2.6641 -0.408 -0.047 0.981 0.1063
C 1.4695 -5.0943 -1.8643 -0.032 -0.297 0.555 -0.2698
P 1.8860 -4.3134 -0.1825 0.475 0.473 -1.453 1.0879
C 3.0197 -3.0579 -0.8883 -2.498 2.454 0.602 -0.3766
C 4.3795 -3.2074 -1.2697 2.658 2.102 -1.651 -0.0951
C 5.1159 -2.1644 -1.8438 0.648 -4.207 2.259 -0.0410
C 4.5287 -0.8804 -2.0879 0.151 1.897 0.198 -0.2208
C 3.0284 -0.7980 -1.9446 -2.479 1.071 0.139 -0.1964
C 2.3883 -1.8361 -1.0878 1.195 -2.991 -0.299 -0.0491
C 3.0229 -5.4943 0.5586 1.054 -1.393 0.622 -0.3810
C 3.6541 -5.0980 1.7555 -0.967 1.221 -1.004 -0.1263
C 4.3100 -5.9597 2.5720 0.878 -1.248 2.227 -0.1126
C 4.5043 -7.2827 2.1872 -0.873 -0.323 -1.515 -0.0787
C 4.0043 -7.7020 0.9207 0.550 0.678 1.857 -0.0746
C 3.2320 -6.8373 0.1817 -0.249 0.761 0.331 -0.0993
C 0.1320 -4.9566 -2.3090 0.786 0.563 0.103 -0.5966
Br -1.0998 -3.7685 -1.4948 0.135 -0.140 0.100 0.7994
C -0.2629 -5.4793 -3.5143 -1.089 0.242 -0.294 -0.2586
F -1.4373 -5.0937 -4.0746 0.645 -0.552 0.190 0.0469
H 4.9017 -4.1064 -1.0451 0.254 -0.691 0.120 0.0806
H 6.2369 -2.3743 -1.9080 -1.623 0.580 -0.276 0.1271
H 4.9573 -0.4800 -3.0143 -0.550 0.288 0.056 0.1547
H 2.4719 -0.6889 -2.8848 -0.113 -0.135 0.081 0.1601
H 1.3849 -1.7490 -0.6827 -0.035 0.545 -0.313 0.0784
H 3.5671 -4.0751 2.0976 -0.236 0.186 -0.085 0.1044
H 4.5758 -5.6540 3.6339 -0.094 -0.240 -1.625 0.1275
H 4.8817 -8.0405 2.8462 0.492 0.006 0.261 0.0887
H 4.1455 -8.7112 0.5755 0.006 -0.245 0.048 0.0965
H 2.7139 -7.2854 -0.6298 -0.314 0.047 -0.883 0.0858
F -9.9766 -3.3196 3.1041 0.373 1.596 -0.411 0.1075
C -10.1330 -1.9485 3.0860 -1.035 -0.520 0.362 -0.4948
F -11.3489 -1.7433 2.4734 1.088 -0.095 0.550 0.1075
F -10.2649 -1.5868 4.3969 -0.464 -0.559 -0.763 0.0913
C -9.0482 -1.0831 2.4895 2.221 0.358 0.642 -0.0978
C -8.2959 -1.3190 1.3216 -1.110 -0.742 -0.646 -0.0160
C -7.2969 -0.4926 0.8313 -0.977 0.588 1.328 -0.0036
C -6.9445 0.6233 1.6185 0.032 -1.181 -0.604 -0.2616
C -7.5480 0.8155 2.8442 -0.611 0.562 1.746 -0.0139
C -8.5617 -0.0400 3.3077 -0.238 0.444 -0.994 0.0003
C -5.8932 1.4808 1.2467 0.878 0.688 -0.048 -0.1032
C -4.9676 2.2383 1.1304 0.193 1.531 0.060 0.1475
H -8.5439 -2.1676 0.6961 -0.197 -0.119 0.069 0.1183
H -6.8981 -0.6596 -0.1518 0.374 -0.087 -0.039 0.1181
H -7.2365 1.6793 3.5066 -0.315 -1.185 -0.998 0.1459
H -9.0343 0.1770 4.2544 0.134 -0.025 -0.027 0.1146
C -1.9704 5.7993 -3.4604 0.367 0.738 -0.037 -0.1021
C -2.9648 4.7498 -3.6287 -1.041 0.710 -0.060 -0.2436
O -2.4757 3.5314 -3.8386 -0.236 -1.750 0.033 -0.1045
C -3.3839 2.4428 -4.0079 -0.598 -0.090 -1.645 -0.2794
C -2.6651 1.1630 -3.6763 0.759 0.602 -0.474 -0.0737
H -2.3040 6.7589 -3.9126 0.095 -0.460 0.526 0.0769
H -1.0755 5.4953 -4.0125 0.191 0.129 0.245 0.0722
H -1.7137 5.9097 -2.3903 0.234 0.236 -0.452 0.0686
H -4.0064 4.9514 -3.8125 -0.291 -0.197 -0.080 0.0908
H -4.3576 3.1562 1.1192 -0.222 -1.239 -0.243 0.0401
H -3.7705 2.4288 -5.0738 0.682 0.112 0.708 0.1271
H -4.3299 2.4698 -3.4577 0.317 0.744 0.679 0.1091
H -1.7941 1.0502 -4.3483 -0.415 -0.153 0.302 0.0873
H -3.3504 0.3316 -3.7885 0.024 -0.298 0.092 0.0691
H -2.2729 1.2643 -2.6686 0.045 -0.328 0.213 0.0704
```
Forces are in eV/Å.

As for the spin multiplicity: 1. Its lowest unoccupied orbital energy (spin up / spin down) is 0.976 / 0.976 eV. Its total charge is -1. As for the frontier orbital gap (spin up / spin down): 2.87 / 4.40 eV. The total energy comes out at -11396.38143 Ha.